(1)
This record from the OMol25 dataset describes a molecular structure, C55H47BCdN9O2S3 in a non-equilibrium geometry. The level of theory is ωB97M-V with the def2-TZVPD basis set.

Results
charge = +1
strongest force on any atom = 3.14 eV Å⁻¹
energy above the lowest of the compared OMol25 structures with the same formula, charge and spin = 0.0 kJ/mol
frontier orbital gap = 6.2 eV

Positions of all 118 atoms, in Å:
Cd: 2.2480 -0.8303 0.4574
C: -4.8280 -6.8046 -1.5609
C: -4.0380 -5.5278 -1.5316
C: -3.1099 -5.3635 -0.5279
C: -2.2668 -4.2492 -0.4694
C: -2.4581 -3.2838 -1.4478
C: -3.3379 -3.3865 -2.5073
C: -4.2341 -4.4710 -2.4626
S: -1.4375 -1.7691 -1.3742
O: -1.2958 -1.3120 -2.7910
C: -2.5302 -0.6677 -0.4117
C: -2.5669 -1.0577 0.9284
C: -3.3011 -0.2878 1.8214
C: -4.0516 0.8366 1.4524
C: -4.8212 1.5366 2.4305
C: -5.5267 2.6357 2.0858
C: -5.5227 3.1073 0.7441
C: -4.7519 2.4640 -0.2220
C: -4.0378 1.2454 0.0772
C: -3.1498 0.5070 -0.8410
C: -2.9833 1.0728 -2.1989
C: -4.0471 0.9554 -3.1978
C: -5.3624 0.4719 -2.9019
C: -6.3802 0.4928 -3.8417
C: -6.1128 0.8452 -5.1952
C: -4.8471 1.2689 -5.5321
C: -3.8436 1.4363 -4.5216
C: -2.6409 2.0885 -4.8205
C: -1.6421 2.2704 -3.8326
C: -1.8087 1.7532 -2.5523
S: -0.3402 1.9630 -1.5020
O: 0.7662 2.1155 -2.5252
C: -0.7181 3.5386 -0.7728
C: -0.6357 4.7512 -1.4214
C: -0.7885 5.9245 -0.6934
C: -1.0436 5.9212 0.6947
C: -1.2533 7.1545 1.5339
C: -1.2506 4.6809 1.2833
C: -1.1686 3.5020 0.5380
H: -4.3838 -7.5712 -0.9027
H: -4.8283 -7.2069 -2.5792
H: -5.8691 -6.5974 -1.2323
H: -3.0278 -6.1282 0.2292
H: -1.5118 -4.2051 0.3454
H: -3.3299 -2.7025 -3.3241
H: -5.0289 -4.5792 -3.1839
H: -1.9449 -1.8775 1.3024
H: -3.2812 -0.5951 2.8618
H: -4.8565 1.1146 3.4178
H: -6.0659 3.1539 2.8685
H: -5.9733 3.9917 0.4166
H: -4.6895 2.9481 -1.1914
H: -5.6116 0.1182 -1.8791
H: -7.3974 0.1904 -3.5609
H: -6.9142 0.7786 -5.9333
H: -4.5944 1.4691 -6.5885
H: -2.4221 2.5001 -5.7734
H: -0.6997 2.7542 -4.1229
H: -0.4170 4.8108 -2.4700
H: -0.5737 6.8659 -1.2470
H: -1.1479 8.0606 0.9461
H: -0.5517 7.2299 2.3818
H: -2.2825 7.0944 1.9631
H: -1.5264 4.5886 2.3275
H: -1.3385 2.5114 1.0084
B: 0.6198 0.6093 3.7332
N: 0.6002 -0.8840 3.3650
C: 0.4480 -1.8329 4.3057
C: 0.5023 -3.0822 3.7246
C: 0.7582 -2.8274 2.3589
N: 0.7689 -1.4583 2.1199
N: 1.5508 1.4813 2.8668
C: 2.3028 2.4344 3.4402
C: 3.2402 2.9363 2.5147
C: 2.9064 2.2714 1.3126
N: 1.8962 1.3475 1.5253
H: -0.4888 1.0042 3.6579
H: 1.0692 0.6542 4.8753
H: 0.2386 -1.5881 5.3365
H: 0.4456 -4.0352 4.1763
H: 0.7805 -3.5242 1.5406
H: 2.2732 2.6130 4.5243
H: 3.9261 3.7759 2.6828
H: 3.4048 2.3790 0.3418
N: 6.4381 -0.4561 1.3646
C: 6.7642 -0.8976 2.6532
C: 8.0938 -0.8312 3.1426
C: 8.3731 -1.2002 4.4594
C: 7.3060 -1.6037 5.3069
C: 6.0010 -1.6609 4.8341
C: 5.7046 -1.3633 3.5151
S: 4.0586 -1.3602 3.0610
N: 4.2040 -1.0240 1.4040
C: 5.2224 -0.5268 0.7530
C: 5.0590 0.0767 -0.6156
C: 6.0445 0.7355 -1.3136
C: 5.8353 1.1497 -2.6402
C: 4.5833 0.9314 -3.2223
C: 3.5678 0.3947 -2.4162
N: 3.8325 -0.0215 -1.1778
H: 7.2102 -0.0001 0.8764
H: 8.8595 -0.5508 2.3814
H: 9.4015 -1.1393 4.8422
H: 7.5451 -1.8308 6.3411
H: 5.1630 -2.0463 5.4410
H: 7.0188 0.9628 -0.8439
H: 6.6841 1.5310 -3.1828
H: 4.3697 1.1963 -4.2501
H: 2.5386 0.3247 -2.7508
N: 3.0801 -4.9881 -1.4116
C: 2.5807 -4.4721 -2.6018
C: 2.1406 -3.2060 -2.2767
N: 2.4212 -2.9281 -0.9378
C: 2.9986 -4.0510 -0.4874
H: 3.4628 -5.9117 -1.2035
H: 2.4378 -5.0878 -3.4899
H: 1.7684 -2.4417 -2.9591
H: 3.3748 -4.2233 0.5321

(2)
This record from the OMol25 dataset describes 8 unconnected molecules or ions with the total composition C27H54Br2O11 in a non-equilibrium geometry. The level of theory is ωB97M-V with the def2-TZVPD basis set.

Results
strongest force on any atom = 6.66 eV Å⁻¹
energy above the lowest of the compared OMol25 structures with the same formula, charge and spin = 135.1 kJ/mol
frontier orbital gap = 9.4 eV

Positions of all 94 atoms, in Å:
C: -16.6809 -16.1995 -4.5042
C: -15.9210 -15.2883 -3.5794
O: -15.9132 -15.9285 -2.2897
C: -15.2753 -15.5155 -1.1712
C: -15.3782 -16.4517 -0.0452
O: -14.5852 -14.4620 -1.1215
H: -16.4751 -16.1249 -5.5720
H: -17.7401 -16.0131 -4.3269
H: -16.5738 -17.2705 -4.3321
H: -14.8968 -15.0663 -3.8790
H: -16.4169 -14.3182 -3.5450
H: -15.0326 -17.4450 -0.3312
H: -16.4129 -16.4197 0.2960
H: -14.6911 -16.1207 0.7336
C: -22.9048 -16.9842 0.1952
C: -22.2865 -17.7851 1.2957
O: -21.2892 -16.9699 1.9060
C: -20.4216 -17.5860 2.7086
C: -19.4502 -16.6590 3.5021
O: -20.4208 -18.7831 2.8853
H: -23.4961 -16.1639 0.6020
H: -23.6494 -17.6936 -0.1660
H: -22.4388 -16.7750 -0.7677
H: -22.9848 -18.1235 2.0612
H: -21.7444 -18.6040 0.8229
H: -18.7346 -16.2976 2.7636
H: -18.9805 -17.2751 4.2688
H: -19.9233 -15.7876 3.9547
C: -14.3225 -6.6748 2.0925
C: -14.0518 -7.8463 3.0739
O: -12.6598 -8.1830 3.2127
C: -11.8374 -7.4948 4.0427
C: -10.3502 -7.7878 3.8128
O: -12.1926 -6.5936 4.7742
H: -14.0771 -5.6920 2.4950
H: -15.2774 -6.7833 1.5782
H: -13.6076 -6.7294 1.2715
H: -14.5847 -7.7063 4.0144
H: -14.4628 -8.7516 2.6274
H: -9.7004 -7.0020 4.1981
H: -10.2604 -7.8527 2.7284
H: -10.1002 -8.7709 4.2117
C: -18.5017 -9.8345 5.8329
C: -17.9035 -9.4152 4.6007
O: -18.4330 -8.2528 4.0687
C: -17.9733 -7.8602 2.8949
C: -18.6075 -6.5460 2.5071
O: -17.2382 -8.4095 2.1222
H: -18.9373 -9.0619 6.4664
H: -17.9085 -10.3766 6.5694
H: -19.3547 -10.4763 5.6127
H: -16.8278 -9.3983 4.7754
H: -17.9947 -10.2047 3.8547
H: -19.6508 -6.6754 2.2191
H: -18.2758 -6.2570 1.5098
H: -18.4362 -5.7858 3.2693
C: -20.2173 -11.4052 1.4842
C: -21.0489 -12.0157 2.6326
C: -22.4964 -11.7386 2.4823
O: -20.6648 -12.7221 3.5440
H: -20.1374 -10.3658 1.8026
H: -20.6153 -11.5069 0.4746
H: -19.2061 -11.8120 1.4944
H: -22.9365 -12.0581 1.5377
H: -22.7023 -10.6880 2.6869
H: -23.0188 -12.2029 3.3187
C: -19.0253 -16.6682 -0.9696
C: -19.3554 -15.2699 -0.6462
C: -20.3793 -14.4735 -1.3881
O: -18.9421 -14.7566 0.3747
H: -19.2855 -17.2047 -0.0571
H: -17.9673 -16.6999 -1.2298
H: -19.5378 -16.9129 -1.8999
H: -19.8851 -13.6906 -1.9633
H: -20.9268 -14.0203 -0.5617
H: -20.9179 -15.0941 -2.1042
C: -16.5066 -11.7225 -0.3412
C: -16.2184 -10.5921 -1.3457
C: -15.4709 -9.4356 -0.7524
O: -16.0944 -10.7606 -2.4764
H: -15.7369 -11.8377 0.4219
H: -16.6052 -12.7102 -0.7914
H: -17.4185 -11.5773 0.2380
H: -14.7919 -9.6844 0.0632
H: -16.2584 -8.8634 -0.2620
H: -14.9907 -8.8173 -1.5108
Br: -15.1691 -11.5501 3.0208
C: -16.3163 -12.9024 4.0614
C: -17.0243 -13.8064 3.0107
Br: -16.1937 -15.5658 3.1528
H: -17.0427 -12.3913 4.6934
H: -15.5538 -13.4128 4.6497
H: -16.8877 -13.4893 1.9768
H: -18.0697 -13.9865 3.2613

(3)
This record from the OMol25 dataset describes 10 unconnected molecules or ions with the total composition C4H31N2O10 in a non-equilibrium geometry. The level of theory is ωB97M-V with the def2-TZVPD basis set.

Results
charge = +2
spin multiplicity = 2
strongest force on any atom = 4.31 eV Å⁻¹
frontier orbital gap (spin up / spin down) = 10.5 / 4.8 eV
<S²> = 0.754

Positions of all 47 atoms, in Å:
N: 0.2620 0.2400 -0.6520
C: -0.7176 -0.6279 0.0562
C: -1.8577 -0.8775 -0.9870
C: -1.5057 -1.7766 -2.1193
O: -2.4364 0.4415 -1.2667
C: -1.1689 -0.1522 1.4525
N: -2.1473 0.9348 1.3539
H: 0.9968 -0.2620 -1.1576
H: -0.2614 0.8488 -1.2878
H: 0.7234 0.9620 -0.0304
H: -0.3436 -1.6587 0.2441
H: -2.7005 -1.3706 -0.4591
H: -1.2306 -1.3006 -3.0854
H: -0.5660 -2.3524 -1.8910
H: -2.1854 -2.5496 -2.4831
H: -2.8111 0.3494 -2.1656
H: -0.2260 0.2067 1.9128
H: -1.4549 -1.0363 2.0144
H: -2.4927 0.9806 2.3184
H: -2.7842 0.8757 0.5500
H: -0.1089 -3.7296 1.8654
H: -1.4059 -3.7025 1.0070
O: -0.4694 -3.5134 0.9990
H: 2.1885 -0.3910 -3.4375
H: 1.3082 -1.6527 -3.3119
O: 1.6335 -0.8857 -2.8251
H: 1.4347 2.2704 1.2708
H: 2.6119 2.4063 0.2274
O: 2.0709 1.7661 0.6998
H: 0.5507 2.2709 -3.2840
H: -0.6661 2.2398 -2.3976
O: -0.0319 1.6413 -2.8532
H: 1.8874 -3.1713 0.5014
H: 2.1626 -2.2775 -0.7058
O: 1.8928 -2.2522 0.2199
H: -2.3424 2.5773 -1.0883
H: -1.4624 3.8604 -0.8990
O: -1.4570 2.9347 -1.1744
H: 1.4673 0.9051 4.3691
H: 2.0905 0.4729 2.9979
O: 1.2586 0.6742 3.4624
H: -0.6178 3.0109 1.6946
H: 0.3703 2.5527 2.7549
O: 0.2687 3.1906 2.0127
H: 2.8010 -1.3114 1.4783
H: 4.1961 -0.9448 1.9230
O: 3.2757 -0.8167 2.1759

(4)
This record from the OMol25 dataset describes a molecular structure, C2H5Cl2OY in a non-equilibrium geometry. The level of theory is ωB97M-V with the def2-TZVPD basis set.

Results
charge = +2
strongest force on any atom = 6.59 eV Å⁻¹
frontier orbital gap = 3.3 eV

Positions of all 11 atoms, in Å:
Y: 13.0226 11.4562 22.1555
C: 13.1391 8.6991 19.6912
O: 13.2687 9.6559 20.7448
H: 12.1773 8.8569 19.2002
H: 13.9023 8.7621 18.9158
H: 13.1359 7.7122 20.1537
C: 9.4009 8.8494 17.5720
Cl: 10.2742 7.6665 16.5311
Cl: 8.8825 8.1296 19.1103
H: 10.1850 9.5590 17.8248
H: 8.6013 9.3376 17.0226

(5)
This record from the OMol25 dataset describes a molecular structure, C48H41N7NiP2S3 in a non-equilibrium geometry. The level of theory is ωB97M-V with the def2-TZVPD basis set.

Results
spin multiplicity = 3
strongest force on any atom = 3.64 eV Å⁻¹
energy above the lowest of the compared OMol25 structures with the same formula, charge and spin = 326.4 kJ/mol
frontier orbital gap (spin up / spin down) = 6.0 / 6.0 eV
<S²> = 2.070

Positions of all 102 atoms, in Å:
Ni: 0.8765 1.0496 -0.8455
N: 1.9039 5.0062 0.1520
C: 3.0567 4.9238 -0.6931
C: 3.9444 5.9002 -1.1593
C: 4.6174 5.6191 -2.3774
C: 4.6139 4.3218 -2.9400
C: 3.8028 3.3186 -2.4130
C: 2.9455 3.6411 -1.3703
N: 1.7674 2.9793 -0.9478
C: 1.2220 3.8391 -0.0454
C: 0.1383 3.4588 0.7745
C: -0.4217 4.0814 1.8680
S: -1.2778 3.0012 2.8394
C: -0.8939 1.7454 1.7416
N: -0.1738 2.0859 0.6715
H: 1.6618 5.8541 0.7065
H: 4.0645 6.9232 -0.7546
H: 5.1346 6.4495 -2.9088
H: 5.1711 4.1727 -3.8931
H: 3.8124 2.3569 -2.9402
H: -0.3590 5.1387 2.1432
H: -1.3947 0.7974 1.8609
C: -5.5537 -3.8325 5.5244
S: -6.6511 -2.7883 4.4948
C: -5.4194 -1.6723 3.8101
C: -4.8392 -1.7979 2.4110
C: -4.0973 -0.5173 2.0207
N: -2.6589 -0.7954 1.7371
P: 2.2988 0.2197 0.6467
C: 2.0024 -0.1198 2.3305
C: 2.0235 0.9154 3.2983
C: 1.5165 0.6935 4.5826
C: 1.1205 -0.5978 4.9001
C: 1.2829 -1.6624 4.0080
C: 1.7122 -1.4586 2.7053
C: 4.0413 -0.0150 0.5100
C: 4.9395 1.0953 0.6817
C: 6.2709 0.7612 0.7864
C: 6.7502 -0.5573 0.7091
C: 5.8417 -1.5690 0.4953
C: 4.4700 -1.3274 0.3677
P: -0.9871 0.0715 -1.4833
C: -1.0024 -0.7790 -3.0841
C: -0.5999 -2.0887 -3.2248
C: -0.3827 -2.6147 -4.4614
C: -0.3196 -1.8144 -5.6057
C: -0.8024 -0.5114 -5.4399
C: -1.2564 0.0136 -4.2718
C: -2.5885 0.9635 -1.6922
C: -2.6202 2.3873 -1.7632
C: -3.8615 3.0153 -1.9709
C: -5.0372 2.2471 -2.0587
C: -4.9426 0.8663 -2.2186
C: -3.7201 0.2129 -2.1036
H: -4.9315 -4.4299 4.8425
H: -6.2443 -4.4281 6.0233
H: -5.0387 -3.2206 6.2756
H: -4.5600 -1.7304 4.4938
H: -5.7596 -0.5639 3.9303
H: -5.5725 -2.1347 1.6419
H: -4.1281 -2.6378 2.4398
H: -4.0345 0.1198 2.9368
H: -4.5405 0.0691 1.1967
H: 2.3229 1.8510 2.9427
H: 1.3878 1.5078 5.2728
H: 0.8118 -0.8783 5.9021
H: 1.1126 -2.6916 4.4291
H: 1.7788 -2.2728 1.9922
H: 4.6389 2.1250 0.6846
H: 6.9960 1.5555 0.8356
H: 7.8300 -0.7523 0.8014
H: 6.1573 -2.6208 0.3249
H: 3.8105 -2.1674 0.1025
H: -0.3838 -2.6977 -2.3494
H: -0.1251 -3.6872 -4.5392
H: 0.0015 -2.1797 -6.5748
H: -0.8545 0.1237 -6.3242
H: -1.8428 0.9576 -4.2177
H: -1.7339 3.0019 -1.4906
H: -3.8588 4.1184 -2.0328
H: -6.0209 2.7028 -2.1599
H: -5.9005 0.3228 -2.4626
H: -3.5855 -0.8179 -2.4073
S: -2.3999 -1.4221 0.2814
C: -1.8315 -3.0541 0.6720
C: -1.0205 -3.2899 1.7969
C: -0.7341 -4.6059 2.1388
C: -1.4318 -5.6871 1.5780
C: -2.3291 -5.4301 0.5398
C: -2.3596 -4.1635 -0.0462
H: -0.7133 -2.4289 2.3812
H: 0.0234 -4.8123 2.9377
H: -1.3092 -6.6571 2.0856
H: -2.8303 -6.2933 0.1315
H: -3.0133 -4.0177 -0.9408
N: 2.0989 0.1923 -2.2700
C: 2.5611 0.0287 -3.3199
C: 3.1237 -0.0572 -4.5546
C: 3.4863 1.0856 -5.2854
N: 3.5598 2.0968 -5.8250
C: 3.1008 -1.2937 -5.1937
N: 3.1433 -2.3420 -5.7285

(6)
This record from the OMol25 dataset describes a molecular structure, C59H36F6N11OP3Se2W in a non-equilibrium geometry. The level of theory is ωB97M-V with the def2-TZVPD basis set.

Results
charge = +1
spin multiplicity = 4
strongest force on any atom = 3.52 eV Å⁻¹
energy above the lowest of the compared OMol25 structures with the same formula, charge and spin = 369.7 kJ/mol
frontier orbital gap (spin up / spin down) = 5.3 / 4.7 eV
<S²> = 3.800

Positions of all 119 atoms, in Å:
W: 0.8533 -3.1268 -0.6752
C: 7.4337 -2.8710 -1.1412
C: 7.3249 -2.6629 0.2145
C: 6.1317 -2.8542 0.8520
C: 5.0480 -3.1609 0.1009
C: 3.6858 -3.1707 0.4442
N: 2.9039 -3.4327 -0.7044
C: 3.7697 -3.3786 -1.7617
N: 3.3675 -3.2498 -3.0608
C: 2.1977 -3.0104 -3.5299
C: 1.7674 -2.8559 -4.9680
C: 2.4654 -2.9379 -6.1703
C: 1.7519 -2.7972 -7.3197
C: 0.3948 -2.3733 -7.3108
C: -0.3090 -2.3405 -6.1224
C: 0.4011 -2.5281 -4.9507
C: -0.0061 -2.5035 -3.5573
N: -1.2496 -2.4007 -3.2675
C: -1.7171 -2.1054 -2.0905
N: -0.9962 -1.9887 -0.9119
C: -1.8750 -1.6302 0.1376
N: -1.5799 -1.2792 1.3219
C: -0.3326 -0.7338 1.7832
N: 1.4879 -1.6900 0.5812
C: 1.9887 -2.2839 1.7176
N: 3.1102 -2.9314 1.6217
C: 1.3258 -2.1329 2.9940
C: 1.9060 -2.7203 4.1126
C: 1.2011 -2.6658 5.2775
C: 0.0525 -1.8713 5.3587
C: -0.4962 -1.2482 4.2531
C: 0.1313 -1.4282 3.0176
C: -3.2127 -1.4378 -0.4783
C: -4.4230 -1.0447 0.0879
C: -5.4892 -0.8830 -0.7756
C: -5.3964 -0.9964 -2.1480
C: -4.1855 -1.4626 -2.6753
C: -3.0736 -1.7028 -1.8463
N: 1.0101 -2.8021 -2.7108
C: 5.1010 -3.2854 -1.3113
C: 6.3420 -3.2319 -1.9156
H: 8.3655 -2.8396 -1.6397
H: 8.2090 -2.4893 0.7837
H: 6.0373 -2.8773 1.9145
H: 3.4914 -3.2107 -6.2042
H: 2.1178 -2.8345 -8.3222
H: -0.1291 -2.0653 -8.1816
H: -1.3507 -2.0382 -6.1284
H: 2.8070 -3.2323 3.9000
H: 1.4915 -3.2219 6.1795
H: -0.4639 -1.7684 6.3008
H: -1.4666 -0.7813 4.2720
H: -4.5237 -0.7956 1.1304
H: -6.4692 -0.6006 -0.3349
H: -6.2673 -0.7984 -2.7538
H: -4.1050 -1.6410 -3.7248
H: 6.4234 -3.4044 -2.9727
Se: -3.7172 2.2643 0.6534
P: -2.0109 2.7519 1.7962
C: -1.4711 4.4949 1.7836
C: -0.1437 4.8073 1.5597
C: 0.2545 6.1513 1.6298
C: -0.6303 7.1574 1.9539
C: -1.9532 6.7962 2.0935
C: -2.4080 5.4818 2.0157
C: -1.9306 2.4631 3.6112
C: -0.7118 2.7748 4.2546
C: -0.4587 2.3390 5.5550
C: -1.3911 1.5518 6.2566
C: -2.6345 1.3592 5.6843
C: -2.8664 1.7869 4.3857
C: -0.7784 1.5036 1.2123
C: -0.2624 1.1844 -0.0778
N: 0.5625 0.1872 -0.2219
N: 0.7729 -0.5411 0.8437
N: -0.6839 0.6183 2.1466
P: -0.1938 2.1288 -1.6693
Se: 0.5707 1.0399 -3.3414
C: -1.7680 2.7616 -2.1359
C: -2.7001 1.8490 -2.4842
C: -3.9537 2.2864 -2.8985
C: -4.2449 3.6459 -2.9067
C: -3.3018 4.5694 -2.4557
C: -2.0285 4.1807 -2.0487
C: 0.9815 3.4471 -1.4068
C: 1.1120 4.4713 -2.3142
C: 2.2505 5.2856 -2.3415
C: 3.2998 5.0518 -1.4669
C: 3.1590 4.0310 -0.5035
C: 2.0466 3.2547 -0.5158
H: 0.6158 4.0577 1.4068
H: 1.3574 6.2730 1.5226
H: -0.3666 8.2038 2.0253
H: -2.7401 7.5179 2.2144
H: -3.4405 5.2733 2.2281
H: 0.0787 3.3301 3.7410
H: 0.5390 2.3987 5.9760
H: -1.1720 1.1779 7.2545
H: -3.4128 0.8107 6.1641
H: -3.8095 1.3919 3.9245
H: -2.4796 0.7781 -2.5586
H: -4.6722 1.5547 -3.2666
H: -5.2680 3.9827 -3.1571
H: -3.5506 5.6201 -2.4484
H: -1.3448 4.9557 -1.7381
H: 0.3527 4.6493 -3.0888
H: 2.3234 6.0122 -3.1303
H: 4.1851 5.5814 -1.5824
H: 3.8903 3.8001 0.2637
H: 1.9744 2.4671 0.1826
F: 0.3415 -4.1653 0.8404
P: -1.3557 -6.3501 3.5393
F: -1.4581 -4.8027 3.6666
F: -1.8636 -7.0021 4.7821
F: 0.1416 -6.3393 3.8889
F: -2.8438 -6.2689 2.9815
F: -1.0410 -7.3818 2.4084
O: -0.6100 -5.8567 -1.9385
C: -0.1165 -4.9958 -1.4408